17 unconnected molecules or ions with the total composition C68H119N17, computed with the ωB97M-V functional and the def2-TZVPD basis.

XYZ file:
```
204
Properties=species:S:1:pos:R:3:forces:R:3:lowdin_charge:R:1
C -1.284574 3.220850 -6.370875 0.35 -0.53 0.00 -0.104
C -1.939334 1.847090 -6.336375 -0.55 -0.51 0.36 -0.260
C -3.456584 1.896540 -6.070955 -0.10 -0.29 0.14 -0.200
C -4.289694 2.058030 -7.253225 -1.43 0.40 -2.58 -0.227
N -4.947984 2.165510 -8.215555 1.49 -0.23 2.19 0.131
H -0.207344 3.086150 -6.468505 0.06 0.17 -0.27 0.057
H -1.400114 3.748540 -5.424155 -0.26 -0.05 -0.01 0.054
H -1.667414 3.829620 -7.189985 0.06 0.00 0.00 0.078
H -1.530224 1.187790 -5.570835 0.16 0.47 0.58 0.074
H -1.765214 1.204130 -7.199155 0.00 0.53 -0.58 0.110
H -3.732844 2.690060 -5.376605 0.19 0.08 0.11 0.105
H -3.776894 0.959710 -5.615035 0.01 -0.08 0.13 0.102
C 0.364956 -6.579790 2.605925 0.43 -0.33 0.53 -0.122
C -0.927334 -6.725730 1.827775 0.45 0.03 -0.31 -0.248
C -0.922634 -7.771180 0.707745 -0.32 -1.42 0.76 -0.179
C -0.717704 -9.166880 1.190515 0.09 -0.23 0.24 -0.227
N -0.610614 -10.269100 1.515465 0.02 0.73 -0.15 0.133
H 1.311506 -6.575140 2.065435 -0.21 0.50 -0.65 0.039
H 0.561016 -7.421470 3.270175 -0.44 -0.12 0.25 0.075
H 0.295726 -5.679710 3.216805 0.25 -0.01 -0.03 0.053
H -1.196654 -5.772310 1.373275 0.01 0.03 0.07 0.068
H -1.698174 -6.969210 2.558955 -0.23 -0.06 -0.21 0.120
H -0.167874 -7.652060 -0.069595 -0.12 0.51 -0.06 0.084
H -1.920364 -7.845790 0.275225 0.05 0.41 -0.42 0.115
C 1.209116 -0.157090 -6.397885 -0.49 -0.34 -0.01 -0.080
C 0.678946 -1.352410 -5.553815 1.16 0.74 -1.23 -0.232
C 0.592536 -1.022110 -4.087165 -0.82 -0.34 0.37 -0.212
C 1.831716 -0.648300 -3.453805 2.87 1.25 0.94 -0.218
N 2.831586 -0.290950 -2.960115 -2.17 -0.94 -0.86 0.166
H 1.179486 -0.442590 -7.449415 0.03 0.10 -0.06 0.076
H 2.228066 0.160360 -6.176385 0.05 -0.29 0.26 0.064
H 0.579886 0.724330 -6.274355 -0.08 0.00 0.02 0.045
H 1.362076 -2.179770 -5.745925 -0.04 -0.23 0.23 0.111
H -0.291614 -1.649170 -5.951365 -0.11 0.08 0.28 0.092
H 0.224576 -1.871410 -3.511485 -0.32 -0.06 0.01 0.084
H -0.105494 -0.194830 -3.958945 -0.13 0.04 0.21 0.095
C 1.601906 -7.834960 -2.803975 -1.09 0.72 0.38 -0.104
C 2.562496 -6.738470 -2.381595 0.05 -0.05 -0.29 -0.236
C 2.015016 -5.689970 -1.349865 0.58 -0.67 -1.05 -0.162
C 0.997916 -4.806840 -1.892475 -0.71 -0.35 -0.14 -0.197
N 0.178306 -4.102890 -2.280345 0.09 0.16 -0.14 0.201
H 1.247206 -8.357420 -1.915535 0.19 -0.47 -0.07 0.067
H 2.039106 -8.510510 -3.539225 0.00 -0.01 0.23 0.083
H 0.698366 -7.392180 -3.223095 -0.09 -0.04 -0.32 0.071
H 2.898896 -6.226150 -3.282965 0.16 0.21 0.11 0.110
H 3.406276 -7.310430 -1.995605 0.35 0.66 0.46 0.104
H 2.794846 -4.967180 -1.110005 0.37 -0.41 0.57 0.107
H 1.610846 -6.220750 -0.487875 0.13 0.32 0.26 0.099
C 3.999756 2.422260 -4.556225 -0.05 1.16 -0.10 -0.111
C 3.963016 3.616270 -3.560115 -0.58 -1.03 -0.20 -0.212
C 2.876576 3.400280 -2.448995 1.24 0.55 0.24 -0.193
C 1.521746 3.312900 -2.958465 -0.52 -0.06 -0.53 -0.230
N 0.458446 3.220790 -3.394415 0.35 0.02 0.27 0.164
H 4.756756 2.621410 -5.314765 0.29 -0.20 0.14 0.068
H 3.080726 2.346920 -5.137445 -0.27 -0.13 0.28 0.053
H 4.192426 1.487130 -4.030375 0.01 0.10 -0.14 0.041
H 3.763526 4.585340 -4.017515 -0.23 -0.16 -0.39 0.105
H 4.976906 3.732600 -3.177245 -0.21 -0.15 0.69 0.103
H 2.954716 4.234570 -1.751895 -0.26 0.15 0.04 0.080
H 3.040146 2.530020 -1.813385 0.24 -0.29 -0.29 0.098
C -4.128994 -2.477190 6.036915 0.17 0.19 0.23 -0.103
C -2.830154 -1.645500 5.768145 -1.36 0.00 -0.40 -0.226
C -2.138824 -1.976410 4.395145 -0.63 0.33 0.46 -0.171
C -3.020804 -1.854000 3.202195 1.37 -0.79 2.49 -0.233
N -3.673894 -1.771660 2.280165 -1.13 0.33 -1.79 0.160
H -5.006024 -2.176840 5.463595 0.45 -0.34 -1.04 0.069
H -4.617064 -2.359170 7.004365 0.90 0.40 0.67 0.063
H -3.901984 -3.542740 6.002745 -0.27 -0.08 -0.51 0.071
H -2.152494 -1.799380 6.607905 0.27 0.02 -0.32 0.083
H -3.106934 -0.591220 5.770425 0.16 0.08 0.05 0.086
H -1.698904 -2.969660 4.484645 -0.12 -0.10 -0.50 0.105
H -1.336994 -1.281150 4.146595 0.30 0.03 0.50 0.077
C 1.774176 -1.964560 7.888585 0.09 -1.13 -1.66 -0.080
C 1.046306 -2.799070 6.773925 -0.44 0.46 0.58 -0.233
C 1.639156 -2.815690 5.353195 0.40 0.27 -0.20 -0.180
C 1.739476 -1.533270 4.628915 -0.04 3.37 -1.30 -0.196
N 1.808916 -0.505070 4.048085 -0.08 -3.42 1.67 0.168
H 1.198136 -2.046690 8.810285 0.03 0.53 -0.14 0.072
H 1.937456 -0.967520 7.479495 -0.37 0.25 0.58 0.060
H 2.764856 -2.379740 8.073765 0.06 -0.13 0.07 0.064
H 0.016766 -2.445310 6.719285 -0.01 0.42 -0.20 0.072
H 0.877366 -3.827600 7.092825 0.54 -0.20 -0.04 0.106
H 1.066826 -3.450880 4.677115 -0.15 -0.21 0.12 0.092
H 2.655816 -3.208330 5.334875 0.09 -0.23 0.20 0.113
C 0.862736 6.393330 0.105065 -0.06 -0.88 0.61 -0.097
C 0.260086 7.665750 -0.390875 0.53 0.42 -1.02 -0.249
C 0.332306 8.846640 0.559505 -0.92 0.58 0.52 -0.193
C 1.568476 9.190210 1.222805 4.38 0.70 1.75 -0.207
N 2.573196 9.513810 1.759535 -3.43 -1.16 -1.78 0.155
H 0.927186 5.629380 -0.669745 0.09 0.16 -0.19 0.068
H 0.217646 5.946680 0.861675 0.10 -0.01 0.33 0.062
H 1.855576 6.529210 0.533905 0.03 0.00 -0.05 0.057
H -0.774734 7.497280 -0.688965 -0.05 0.14 0.15 0.087
H 0.766776 7.951290 -1.312735 0.07 0.09 -0.10 0.117
H -0.371214 8.722300 1.382735 -0.25 -0.08 0.04 0.103
H 0.058576 9.783360 0.073985 -0.35 -0.07 -0.27 0.127
C 4.001336 -3.322870 1.526555 0.21 -0.54 -0.01 -0.088
C 5.056086 -4.451630 1.307595 -1.25 0.50 -0.14 -0.217
C 4.466186 -5.889130 1.453545 1.20 0.19 0.57 -0.176
C 3.920976 -6.125060 2.807945 -1.21 -0.36 2.62 -0.210
N 3.495436 -6.283380 3.895525 1.29 0.53 -3.23 0.155
H 3.644406 -3.191720 2.548075 0.42 -0.18 0.24 0.061
H 3.079386 -3.560710 0.995965 0.04 0.03 -0.39 0.043
H 4.383316 -2.361440 1.183285 -0.02 -0.02 -0.06 0.063
H 5.928766 -4.325330 1.948355 -0.21 -0.13 0.29 0.109
H 5.457236 -4.337640 0.300525 -0.12 -0.19 -0.17 0.101
H 5.327306 -6.545880 1.330025 0.02 -0.30 0.20 0.114
H 3.785676 -6.237730 0.676695 -0.32 0.53 0.14 0.085
C -3.040244 6.025350 1.741975 0.00 -0.10 0.43 -0.082
C -3.313964 7.530450 1.542735 -0.31 -0.78 0.95 -0.243
C -3.651274 7.962150 0.141205 -0.81 -0.33 -0.43 -0.192
C -4.797894 7.264020 -0.473395 -0.16 -0.70 -0.02 -0.221
N -5.682514 6.681780 -0.931285 0.54 0.40 0.26 0.146
H -3.284234 5.652730 2.736825 0.11 0.59 0.41 0.069
H -1.980814 5.797910 1.623685 -0.06 -0.17 -0.42 0.053
H -3.673594 5.352900 1.163365 0.18 0.30 -0.69 0.058
H -2.432854 8.120700 1.794395 0.01 -0.11 0.33 0.088
H -4.112944 7.839080 2.216885 -0.01 0.06 0.02 0.114
H -2.762404 7.766050 -0.458425 -0.25 0.53 -0.43 0.094
H -3.986944 8.997880 0.193025 0.65 0.26 -0.39 0.124
C -0.534764 0.609490 0.498385 -0.80 -1.08 -0.44 -0.068
C -0.195554 -0.530870 -0.533135 0.71 0.97 0.73 -0.195
C 0.973396 -1.431540 -0.012495 -0.64 0.32 -0.35 -0.176
C 0.518956 -2.363290 0.996665 -1.04 -0.60 1.87 -0.232
N 0.090816 -3.068550 1.812165 0.58 0.59 -0.92 0.196
H 0.322906 1.125290 0.930195 0.22 -0.35 -0.01 0.064
H -1.167314 0.165450 1.267025 0.24 0.07 0.43 0.051
H -1.158204 1.392500 0.066735 0.03 -0.11 -0.36 0.049
H 0.112046 0.010350 -1.427875 0.16 -0.48 -0.24 0.077
H -1.052794 -1.165040 -0.759145 -0.10 0.26 -0.02 0.091
H 1.732816 -0.774280 0.411065 0.30 -0.30 -0.09 0.103
H 1.376086 -2.123680 -0.752015 0.27 0.61 -0.57 0.084
C -2.956244 -3.542690 -5.432895 0.18 -0.05 1.06 -0.105
C -1.725724 -4.378160 -5.813335 -0.59 -0.06 -1.21 -0.219
C -2.086224 -5.557640 -6.791145 0.78 0.29 -0.17 -0.182
C -3.270314 -6.345220 -6.509565 -0.60 0.09 0.55 -0.252
N -4.245224 -6.922110 -6.316405 0.18 -0.03 0.01 0.146
H -3.604594 -4.147650 -4.799035 -0.19 -0.02 -0.09 0.058
H -3.582794 -3.091240 -6.202125 0.34 -0.44 -0.53 0.082
H -2.657284 -2.699840 -4.809735 0.19 0.05 0.14 0.045
H -1.156514 -4.713440 -4.946335 -0.48 -0.26 0.23 0.090
H -1.007184 -3.742220 -6.330425 -0.02 -0.06 -0.31 0.078
H -1.272434 -6.270660 -6.923185 0.27 0.04 0.34 0.111
H -2.235204 -5.205720 -7.811955 -0.07 0.47 0.01 0.118
C 4.255966 7.167470 5.797215 0.13 0.89 -0.75 -0.093
C 3.821696 7.522230 4.321495 0.40 -1.43 1.45 -0.233
C 3.914186 6.297400 3.400395 0.11 0.80 -0.35 -0.221
C 3.159836 5.141390 3.812305 -1.27 -1.76 0.72 -0.237
N 2.543746 4.206190 4.124445 0.82 1.28 -0.44 0.167
H 3.951406 6.184920 6.157675 -0.24 0.02 -0.26 0.063
H 3.868236 7.924730 6.478625 -0.12 -0.07 0.05 0.064
H 5.339276 7.231500 5.899445 0.10 -0.15 -0.12 0.065
H 4.516586 8.236740 3.880255 -0.43 0.36 0.21 0.102
H 2.786996 7.864940 4.329285 0.20 0.32 -0.16 0.096
H 4.952446 5.993660 3.266765 0.02 -0.01 -0.11 0.126
H 3.509996 6.615460 2.439375 0.22 -0.23 -0.27 0.085
C -2.926084 2.127570 3.427665 1.09 0.71 -0.24 -0.084
C -1.566474 2.809210 3.572775 0.54 -0.06 0.67 -0.245
C -0.395904 1.831690 3.907875 -0.22 0.99 -1.24 -0.203
C -0.363604 1.224840 5.215245 -0.13 0.29 0.15 -0.251
N -0.334424 0.747120 6.256105 -0.11 -0.23 0.35 0.175
H -3.179054 1.738970 4.414125 -0.37 -0.26 -0.24 0.073
H -2.817014 1.354740 2.666795 -0.45 -0.24 0.16 0.054
H -3.642364 2.880600 3.099065 -0.30 -0.25 0.09 0.063
H -1.621204 3.601470 4.319385 0.01 -0.18 0.46 0.107
H -1.219514 3.391360 2.719065 -0.29 -0.39 -0.57 0.090
H 0.502046 2.420620 3.720925 0.36 -0.18 0.50 0.083
H -0.347754 1.039260 3.160995 -0.16 -0.14 0.07 0.068
C -3.037214 -4.750920 -0.449585 -0.17 0.42 -0.02 -0.106
C -3.181654 -3.847670 -1.673315 -0.25 -0.31 0.41 -0.253
C -4.217764 -2.732860 -1.434955 0.00 -0.31 -0.07 -0.206
C -5.469894 -3.160870 -0.800305 -1.22 -0.63 0.41 -0.235
N -6.465304 -3.484500 -0.299665 1.27 0.40 -0.64 0.141
H -3.915884 -5.383560 -0.323905 0.06 -0.25 -0.23 0.080
H -3.029384 -4.152940 0.461705 0.48 0.05 0.13 0.065
H -2.131414 -5.347770 -0.556285 -0.10 -0.07 0.22 0.046
H -3.426464 -4.498940 -2.512375 -0.26 0.26 -0.21 0.096
H -2.230984 -3.375000 -1.920085 -0.04 0.06 0.04 0.062
H -4.459464 -2.241740 -2.377545 0.00 0.11 0.12 0.091
H -3.788944 -2.012770 -0.738035 0.10 0.19 -0.08 0.090
C 5.711696 0.998820 0.833175 0.46 0.21 -0.20 -0.119
C 4.810346 1.156290 2.056875 0.10 0.64 -1.35 -0.234
C 3.482926 1.893310 1.688125 0.80 0.02 0.38 -0.172
C 3.672376 3.280220 1.127595 0.20 0.50 -0.02 -0.184
N 3.842536 4.372610 0.756765 -0.32 -1.97 0.51 0.165
H 5.258036 0.442330 0.013055 -0.30 0.01 0.01 0.068
H 6.653336 0.491700 1.043505 -0.05 -0.13 0.32 0.069
H 6.013466 1.971640 0.445015 -0.14 0.13 -0.11 0.067
H 5.336106 1.770560 2.787865 -0.07 -0.39 0.33 0.112
H 4.566316 0.152440 2.404475 -0.18 0.29 0.52 0.093
H 2.935366 1.962900 2.628035 -0.38 0.28 -0.18 0.075
H 2.944656 1.236050 1.005215 -0.23 0.40 -0.22 0.088
C -3.243734 3.164820 -1.006765 0.02 0.29 -0.71 -0.102
C -4.354884 2.666870 -1.942655 0.20 -0.15 0.74 -0.219
C -4.613824 1.120370 -1.851495 -0.47 1.57 -0.37 -0.151
C -3.578424 0.333590 -2.486745 0.77 -0.42 -0.38 -0.223
N -2.775654 -0.298750 -3.022155 -0.28 0.42 0.22 0.192
H -3.194914 4.252140 -1.065475 0.01 0.09 -0.07 0.058
H -2.276944 2.799150 -1.352735 0.11 -0.12 0.20 0.056
H -3.394304 2.936300 0.048315 -0.12 -0.35 -0.05 0.066
H -4.159834 2.963270 -2.973285 0.33 -0.24 -0.06 0.094
H -5.263984 3.222640 -1.712935 -0.26 -0.38 0.24 0.106
H -5.529174 0.980530 -2.426555 -0.14 -0.48 0.19 0.124
H -4.760454 0.802860 -0.819125 -0.03 -0.05 -0.04 0.125
```
Positions in Å, forces in eV/Å.

Properties
- HOMO level (eV) = -11.0438
- Kohn-Sham gap (eV) = 11.013
- calculated total energy (hartree) = -3593.122065
- maximum force (eV Å⁻¹) = 4.77
- energy relative to the best compared isomer or geometry (same formula, charge and spin) (kJ/mol) = 103.8